{"formula": "C8H11N2O2PS", "method": "the ωB97M-V functional and the def2-TZVPD basis", "gap_ev": 9.364, "relative_energy_kj_mol": 27.5, "fmax_ha_per_bohr": 0.1017, "homo_energy_ev": -8.710, "elements": ["S", "P", "O", "O", "N", "N", "C", "C", "C", "C", "C", "C", "C", "C", "H", "H", "H", "H", "H", "H", "H", "H", "H", "H", "H"], "positions_angstrom": [[0.012, -2.836, 0.109], [-1.063, -1.302, 0.619], [-2.362, -1.645, 1.643], [-0.255, -0.220, 1.412], [-1.959, -0.421, -0.632], [-1.059, -0.062, -1.621], [2.842, 0.294, -0.409], [-3.387, -0.100, -0.670], [1.006, 0.148, 1.080], [3.604, 0.910, 0.509], [-1.342, 0.593, -2.632], [3.078, 1.163, 1.743], [1.755, 0.852, 2.066], [1.588, -0.147, -0.174], [3.251, 0.125, -1.487], [1.069, -0.542, -1.057], [-2.541, -2.528, 1.540], [-3.401, 0.956, -0.339], [4.697, 1.212, 0.259], [-3.997, -0.603, 0.157], [-2.316, 0.962, -2.762], [1.344, 1.201, 3.058], [-3.691, -0.371, -1.671], [3.662, 1.816, 2.557], [-0.536, 0.546, -3.297]], "nbo_charge": [-0.555, 1.939, -0.957, -0.805, -0.594, -0.229, -0.182, -0.451, 0.369, -0.250, -0.168, -0.194, -0.288, -0.314, 0.210, 0.272, 0.499, 0.207, 0.221, 0.247, 0.164, 0.234, 0.209, 0.217, 0.200]}

{"formula": "C17H22N4O3S", "method": "the ωB97M-V functional and the def2-TZVPD basis", "gap_ev": 7.845, "relative_energy_kj_mol": 1796.7, "fmax_ha_per_bohr": 0.3580, "homo_energy_ev": -7.879, "elements": ["S", "O", "O", "O", "N", "N", "N", "N", "C", "C", "C", "C", "C", "C", "C", "C", "C", "C", "C", "C", "C", "C", "C", "C", "C", "H", "H", "H", "H", "H", "H", "H", "H", "H", "H", "H", "H", "H", "H", "H", "H", "H", "H", "H", "H", "H", "H"], "positions_angstrom": [[1.345, -2.192, -3.005], [1.240, 3.061, 0.621], [-3.125, -3.783, -1.387], [-2.543, -2.192, 3.698], [0.279, -1.365, -0.756], [-1.175, -2.827, -1.740], [1.698, -0.728, -0.750], [-3.633, -0.593, 2.403], [-2.178, -3.245, -0.988], [-3.077, 0.617, 3.202], [2.895, 0.833, -3.287], [-0.053, -2.083, -1.774], [-2.088, -2.178, 0.477], [0.051, 2.387, 1.028], [-3.104, -2.681, 1.406], [2.362, 2.316, 0.247], [-3.047, -1.684, 2.732], [4.310, 1.483, -3.747], [3.227, -0.106, -2.446], [-1.966, 2.711, 2.202], [0.512, 1.025, 1.822], [-1.724, 1.128, 2.615], [-1.020, 3.100, 1.476], [-0.681, 0.455, 2.447], [2.139, -0.903, -1.955], [-0.650, -0.616, 2.833], [1.309, 0.627, 1.660], [3.961, 2.399, -4.376], [2.298, 1.553, -0.150], [-3.720, 1.110, 3.612], [-2.892, 0.173, 4.142], [-1.217, -3.372, -2.477], [2.209, 1.474, -2.829], [3.947, 0.066, -1.599], [2.949, 2.180, 1.273], [4.850, 1.912, -3.113], [-1.133, -2.830, 0.926], [4.932, 0.895, -4.231], [4.002, -0.951, -2.921], [-1.980, -1.240, 0.201], [-3.005, 2.974, 2.179], [2.963, 3.131, -0.412], [-4.157, -2.474, 0.814], [-3.143, -3.851, 1.577], [-0.887, 4.110, 1.058], [2.419, 0.505, -4.232], [-3.699, -0.331, 1.526]], "nbo_charge": [0.223, -0.527, -0.549, -0.612, -0.331, -0.642, -0.267, -0.584, 0.735, -0.263, -0.415, 0.282, -0.474, 0.309, -0.517, -0.168, 0.711, -0.555, -0.470, -0.166, -0.125, -0.004, -0.319, -0.278, 0.162, 0.238, 0.159, 0.198, 0.137, 0.195, 0.230, 0.390, 0.219, 0.254, 0.160, 0.190, 0.221, 0.199, 0.196, 0.211, 0.221, 0.180, 0.182, 0.244, 0.219, 0.220, 0.381]}

{"formula": "C26H36BN4O2", "method": "the ωB97M-V functional and the def2-TZVPD basis", "gap_ev": 5.889, "charge": 1, "fmax_ha_per_bohr": 0.0281, "homo_energy_ev": -10.712, "elements": ["O", "O", "N", "N", "N", "N", "C", "C", "C", "C", "C", "C", "C", "C", "C", "C", "C", "C", "C", "C", "C", "C", "C", "C", "C", "C", "C", "C", "C", "C", "C", "C", "B", "H", "H", "H", "H", "H", "H", "H", "H", "H", "H", "H", "H", "H", "H", "H", "H", "H", "H", "H", "H", "H", "H", "H", "H", "H", "H", "H", "H", "H", "H", "H", "H", "H", "H", "H", "H"], "positions_angstrom": [[3.076, -10.633, -2.957], [6.552, -2.366, 8.880], [5.159, -4.362, 7.476], [2.579, -10.122, -0.247], [-4.146, -5.265, 4.164], [-2.226, -5.722, 3.256], [-4.149, -4.701, 2.901], [-2.948, -4.992, 2.331], [1.786, -10.155, -2.574], [1.795, -8.161, 4.986], [4.345, -5.321, 6.884], [6.997, -3.721, 8.948], [5.916, -2.024, 7.651], [1.805, -9.397, -1.255], [3.094, -6.050, 4.932], [0.960, -9.219, 2.936], [4.020, -6.537, 7.536], [-5.265, -5.179, 5.087], [3.128, -7.422, 6.955], [3.896, -10.614, -0.648], [3.844, -5.088, 5.576], [2.441, -9.633, 1.056], [2.034, -8.632, 3.673], [-2.958, -5.897, 4.388], [3.736, -11.396, -1.944], [2.663, -7.221, 5.624], [5.881, -4.727, 8.690], [1.144, -9.610, 1.627], [3.541, -9.167, 1.812], [3.329, -8.594, 3.054], [4.773, -2.963, 7.294], [-0.886, -6.231, 3.048], [-2.434, -6.689, 5.640], [4.177, -8.173, 3.602], [6.637, -2.013, 6.811], [-0.202, -5.871, 3.832], [3.192, -12.333, -1.718], [0.302, -9.955, 1.027], [-1.243, -7.133, 5.477], [5.209, -4.774, 9.571], [-0.868, -7.331, 3.086], [0.002, -9.358, 3.437], [7.365, -3.829, 9.977], [-2.568, -4.735, 1.356], [-2.455, -5.898, 6.583], [4.087, -4.160, 5.057], [7.810, -3.918, 8.222], [4.265, -11.288, 0.138], [0.953, -8.586, 5.537], [5.511, -1.016, 7.820], [4.429, -6.756, 8.525], [1.054, -10.981, -2.496], [-4.988, -4.666, 6.021], [2.244, -8.391, -1.436], [-6.067, -4.607, 4.604], [3.895, -2.708, 7.925], [4.504, -2.795, 6.248], [-0.520, -5.903, 2.067], [4.725, -11.615, -2.372], [4.618, -9.783, -0.784], [1.498, -9.466, -3.381], [-5.658, -6.174, 5.347], [2.838, -5.920, 3.878], [4.549, -9.191, 1.387], [2.848, -8.345, 7.463], [0.784, -9.273, -0.878], [6.332, -5.716, 8.541], [-3.213, -7.626, 5.809], [-4.990, -4.149, 2.517]], "nbo_charge": [-0.513, -0.513, -0.400, -0.417, -0.337, -0.345, -0.059, -0.085, -0.077, 0.101, 0.258, -0.075, -0.075, -0.241, -0.122, -0.134, -0.224, -0.404, -0.125, -0.252, -0.269, 0.281, -0.117, 0.375, -0.075, -0.195, -0.250, -0.214, -0.283, -0.115, -0.241, -0.396, -0.500, 0.239, 0.170, 0.226, 0.177, 0.229, -0.061, 0.194, 0.213, 0.238, 0.213, 0.230, 0.012, 0.229, 0.172, 0.222, 0.245, 0.211, 0.231, 0.174, 0.231, 0.188, 0.215, 0.196, 0.212, 0.210, 0.213, 0.188, 0.211, 0.231, 0.226, 0.241, 0.232, 0.215, 0.217, 0.011, 0.235]}

{"formula": "C30H54HgN7OP2", "method": "the ωB97M-V functional and the def2-TZVPD basis", "gap_ev": 6.028, "relative_energy_kj_mol": 0.0, "charge": 1, "fmax_ha_per_bohr": 0.0535, "homo_energy_ev": -8.445, "elements": ["Hg", "P", "P", "O", "N", "N", "N", "N", "N", "N", "N", "C", "C", "C", "C", "C", "C", "C", "C", "C", "C", "C", "C", "C", "C", "C", "C", "C", "C", "C", "C", "C", "C", "C", "C", "C", "C", "C", "C", "C", "C", "H", "H", "H", "H", "H", "H", "H", "H", "H", "H", "H", "H", "H", "H", "H", "H", "H", "H", "H", "H", "H", "H", "H", "H", "H", "H", "H", "H", "H", "H", "H", "H", "H", "H", "H", "H", "H", "H", "H", "H", "H", "H", "H", "H", "H", "H", "H", "H", "H", "H", "H", "H", "H", "H"], "positions_angstrom": [[0.185, -0.104, 0.915], [-2.362, 0.537, 0.841], [2.514, 0.004, -0.275], [-0.299, -3.117, 3.179], [0.032, 1.661, -0.797], [1.225, 3.222, 4.063], [0.733, 4.501, 4.283], [1.336, 2.363, 5.113], [1.261, 1.303, 3.135], [1.063, 2.627, 2.880], [-0.266, -1.737, -1.210], [4.127, 0.853, 1.797], [0.043, -2.140, 2.702], [-2.191, 1.256, 3.528], [-3.519, -1.796, -0.161], [2.042, 0.777, -1.885], [-4.308, 1.921, 2.452], [1.406, 1.194, 4.462], [3.737, 1.286, 0.377], [-0.103, 3.890, -2.438], [-0.615, -2.427, -2.087], [-1.050, 3.715, -1.445], [-3.082, 0.031, -1.823], [4.983, 1.454, -0.509], [0.241, -3.772, -4.008], [-1.045, 2.506, -0.684], [3.036, -2.143, -2.043], [3.045, 2.657, 0.457], [2.726, -2.691, 0.380], [4.866, -1.706, -0.438], [-2.092, -2.891, -4.001], [-0.970, -3.450, -3.129], [-3.558, -0.281, -0.397], [-3.249, 0.813, 2.505], [-3.876, -0.510, 2.986], [0.938, 1.833, -1.755], [-1.420, -4.740, -2.443], [0.883, 2.917, -2.642], [3.341, -1.685, -0.611], [-2.133, 2.131, 0.135], [-4.991, 0.250, -0.263], [-2.288, -4.568, -1.794], [-5.036, 1.336, -0.407], [-2.060, -0.318, -1.984], [1.672, -0.028, -2.537], [-0.120, 4.777, -3.070], [5.715, 0.652, -0.371], [-1.699, -5.482, -3.203], [-1.756, -1.976, -4.507], [1.048, -4.225, -3.418], [3.482, -1.473, -2.792], [-5.465, -0.009, 0.690], [-4.738, -0.822, 2.383], [-1.842, 4.437, -1.237], [-4.199, -2.285, -0.876], [-0.604, -5.159, -1.840], [5.375, -1.109, -1.204], [1.958, -2.218, -2.222], [-4.235, -0.371, 4.017], [3.201, -3.672, 0.225], [5.203, -2.746, -0.572], [1.648, -2.803, 0.215], [4.657, -0.108, 1.828], [1.625, 2.979, -3.438], [2.919, 1.222, -2.376], [-4.748, 2.010, 3.458], [-2.675, 1.402, 4.506], [-3.121, 1.105, -2.033], [3.231, 0.776, 2.425], [4.738, 1.534, -1.575], [-2.846, 2.923, 0.369], [2.896, -2.394, 1.424], [3.701, 3.342, 1.017], [2.095, 2.610, 0.995], [0.623, -2.875, -4.512], [1.104, 4.859, 5.155], [3.469, -3.145, -2.190], [4.784, 1.624, 2.229], [-2.977, -2.659, -3.393], [5.478, 2.392, -0.214], [-5.127, 1.719, 1.758], [-3.736, -0.482, -2.544], [5.195, -1.394, 0.559], [1.555, 0.246, 4.970], [-3.835, -2.073, 0.851], [2.872, 3.090, -0.538], [-1.731, 2.205, 3.231], [-2.383, -3.623, -4.766], [-3.139, -1.325, 2.999], [-1.399, 0.508, 3.652], [-0.060, -4.497, -4.777], [0.921, 5.084, 3.477], [-5.600, -0.209, -1.057], [-2.511, -2.188, -0.328], [-3.867, 2.890, 2.196]], "lowdin_charge": [0.770, 1.014, 1.076, 0.084, -0.009, -0.242, 0.133, 0.138, -0.048, 0.080, 0.165, -0.098, -0.030, -0.127, -0.107, -0.262, -0.088, -0.220, -0.676, -0.074, -0.118, -0.039, -0.100, -0.079, -0.047, -0.387, -0.106, -0.098, -0.126, -0.093, -0.041, -0.585, -0.664, -0.678, -0.095, -0.381, -0.037, -0.070, -0.664, -0.314, -0.086, 0.089, 0.088, 0.042, 0.073, 0.109, 0.062, 0.101, 0.100, 0.087, 0.092, 0.063, 0.066, 0.110, 0.089, 0.095, 0.080, 0.032, 0.093, 0.094, 0.097, 0.036, 0.063, 0.104, 0.084, 0.096, 0.094, 0.083, 0.032, 0.077, 0.058, 0.075, 0.097, 0.026, 0.096, 0.106, 0.099, 0.099, 0.078, 0.097, 0.061, 0.087, 0.067, 0.116, 0.062, 0.085, 0.069, 0.101, 0.071, 0.040, 0.101, 0.105, 0.096, 0.036, 0.076]}